1.
Entry from OMol25: a molecular structure, C50H60N3O2SSbSnTe (ωB97M-V/def2-TZVPD).

The geometry in XYZ format:
```
119
Properties=species:S:1:pos:R:3:forces:R:3:mulliken_charge:R:1
Sn -0.25532 -1.43871 0.91789 0.137 -0.631 0.198 0.787
C 4.56021 0.45459 -0.40504 -0.027 0.032 0.029 -1.546
C 3.69177 -0.08281 -1.53868 0.100 0.032 -0.175 1.999
C 4.55205 -0.56477 -2.71669 0.093 0.009 0.063 -1.706
C 2.77351 -1.21155 -1.13001 0.043 -0.028 -0.013 0.653
C 1.45717 -1.25736 -1.56786 -0.034 0.036 -0.014 0.275
C 0.66729 -2.40159 -1.37666 0.030 0.045 -0.009 -1.603
C 1.18478 -3.54854 -0.75496 0.060 -0.032 -0.038 1.233
C 0.39788 -4.82712 -0.72346 0.010 -0.011 -0.005 -1.470
C 2.48379 -3.46595 -0.25500 -0.010 0.044 0.064 -0.994
C 3.25397 -2.32207 -0.43047 -0.001 -0.059 -0.111 -0.429
H 5.13059 1.31854 -0.74667 -0.002 -0.001 0.000 0.496
H 5.28569 -0.28640 -0.06721 -0.009 -0.022 -0.006 0.374
H 3.95610 0.75757 0.45274 -0.012 -0.002 -0.007 0.214
H 3.07656 0.74261 -1.92924 -0.106 -0.122 0.222 -1.398
H 5.17647 -1.40922 -2.41985 0.009 0.006 -0.004 0.455
H 5.21682 0.23110 -3.05543 -0.007 0.004 -0.006 0.449
H 3.93724 -0.88963 -3.55764 0.004 -0.027 0.011 0.409
H 1.04469 -0.42114 -2.12317 -0.010 -0.008 0.022 0.031
H -0.31497 -2.44538 -1.83632 -0.054 -0.033 -0.006 0.569
H -0.67662 -4.65313 -0.80015 0.000 0.008 0.028 0.308
H 0.59752 -5.41648 0.17197 0.020 0.000 0.012 0.320
H 0.68794 -5.45548 -1.56867 -0.023 0.019 -0.021 0.430
H 2.92566 -4.33045 0.22773 -0.008 0.001 0.003 0.586
H 4.27669 -2.32718 -0.07462 0.001 0.012 0.028 0.526
Te 0.46298 -4.38181 3.05215 0.042 -0.181 0.039 0.786
C -1.49893 -4.92391 2.60090 -0.088 -0.009 0.006 0.405
C -1.71100 -6.27092 2.32250 -0.053 0.008 -0.059 -0.551
C -3.00784 -6.71446 2.09322 0.033 -0.018 -0.007 -0.726
C -4.06863 -5.82222 2.14300 0.001 0.011 -0.003 -0.597
C -3.84446 -4.47691 2.41385 0.007 0.005 -0.020 -0.819
C -2.55564 -4.01700 2.64314 -0.043 -0.013 0.018 -0.279
C 0.32218 -4.20575 5.07875 0.072 -0.028 0.162 0.840
C -0.89326 -4.02990 5.75672 -0.026 -0.133 0.065 -0.305
C -0.89188 -4.04227 7.13626 -0.034 0.002 -0.026 -0.694
C 0.30024 -4.23668 7.83753 -0.021 -0.007 0.022 -0.471
C 1.50653 -4.40168 7.16417 0.048 -0.005 -0.083 -0.714
C 1.52834 -4.37709 5.78255 0.033 0.091 0.113 -0.663
H -0.89217 -6.97999 2.29012 0.002 0.002 0.018 0.526
H -3.18436 -7.76122 1.88545 -0.002 0.000 0.006 0.447
H -5.07682 -6.17829 1.97859 0.000 0.004 -0.004 0.470
H -4.67931 -3.78988 2.46192 0.004 -0.001 0.010 0.479
H -2.39183 -2.97246 2.88291 0.025 -0.003 0.007 0.731
H -1.82452 -3.93087 5.21555 0.004 -0.002 -0.011 0.471
H -1.82130 -3.93028 7.67823 0.000 0.002 -0.006 0.450
H 0.28272 -4.27498 8.91887 -0.001 0.014 0.001 0.447
H 2.42141 -4.56711 7.71646 -0.002 0.003 0.002 0.442
H 2.46619 -4.52155 5.25844 -0.005 -0.002 -0.007 0.383
C -4.52202 2.91896 -1.04962 -0.059 -0.042 -0.025 -1.150
C -4.07379 2.22895 0.23327 0.023 0.008 -0.057 -0.300
C -3.71585 0.76002 0.01922 -0.005 -0.008 0.080 -0.858
S -2.30328 0.60729 -1.10314 0.142 0.083 -0.021 0.822
O -1.15762 -0.02473 -0.24921 -0.373 0.693 -0.361 -0.294
C -2.82387 -0.67177 -2.24226 0.083 -0.188 -0.007 -0.826
C -3.17290 -2.04616 -1.64749 -0.051 0.042 0.004 0.347
C -4.66702 -2.36155 -1.64025 -0.001 -0.015 -0.014 -1.625
H -4.81423 3.94814 -0.85037 0.001 0.000 -0.006 0.376
H -5.38543 2.41501 -1.48795 -0.011 -0.007 0.020 0.431
H -3.72631 2.95057 -1.79910 0.016 0.009 0.015 0.202
H -4.88077 2.25601 0.96725 0.027 0.004 0.036 0.467
H -3.22169 2.75388 0.67428 -0.013 -0.017 0.017 0.182
H -4.54990 0.21097 -0.41605 0.018 0.000 -0.010 0.257
H -3.39637 0.26163 0.93640 -0.066 -0.016 0.001 0.303
H -1.99938 -0.71475 -2.95890 -0.019 0.000 -0.015 0.335
H -3.67287 -0.22421 -2.76891 0.012 0.049 -0.003 0.698
H -2.76905 -2.13976 -0.63174 0.022 0.006 -0.001 -0.440
H -2.66078 -2.80102 -2.24638 0.017 -0.002 0.005 0.471
H -5.23104 -1.71424 -0.96870 0.000 0.001 -0.008 0.318
H -4.83316 -3.38952 -1.32111 -0.004 0.007 0.012 0.443
H -5.08959 -2.25999 -2.63988 0.002 -0.001 -0.001 0.425
C 4.73470 6.03643 -4.28361 0.028 -0.016 0.003 -0.509
C 4.69063 4.70596 -4.69175 0.026 -0.004 0.022 -0.702
C 3.78667 3.83580 -4.11173 -0.028 0.040 0.023 -0.435
C 2.89947 4.32191 -3.14290 0.247 0.131 -0.206 0.721
C 2.95969 5.65176 -2.70991 0.038 -0.045 0.017 -0.492
C 3.87056 6.50915 -3.30260 0.008 0.010 0.042 -0.712
Sb 1.37961 3.13266 -2.41782 -0.041 0.129 0.175 1.594
C 0.66301 1.86979 -3.91217 -0.043 -0.276 -0.185 0.783
C -0.66720 2.00510 -4.31397 0.024 -0.024 0.011 -0.459
C -1.13610 1.24637 -5.37865 -0.023 -0.003 0.017 -0.705
C -0.29330 0.34822 -6.02055 0.006 -0.031 -0.008 -0.693
C 1.02540 0.19989 -5.60494 -0.005 -0.010 0.010 -0.837
C 1.50545 0.95143 -4.54375 -0.065 0.035 -0.010 -0.217
C -0.19872 4.42607 -1.96886 -0.223 0.117 0.091 -0.015
C -0.91639 4.30112 -0.78066 -0.004 -0.026 -0.026 -0.393
C -1.95779 5.17851 -0.51354 0.031 0.027 -0.010 -0.749
C -2.28970 6.16485 -1.43302 0.014 0.000 -0.004 -0.619
C -1.58035 6.28301 -2.62093 -0.013 -0.011 0.014 -0.817
C -0.52725 5.42038 -2.89119 0.043 -0.002 -0.019 -0.097
H 5.46204 6.70592 -4.72328 -0.038 0.014 -0.039 0.424
H 5.36049 4.35380 -5.46437 0.018 -0.008 0.020 0.444
H 3.76194 2.80173 -4.43049 -0.037 0.005 -0.036 0.272
H 2.29928 6.01997 -1.93427 -0.035 0.011 -0.026 0.496
H 3.91083 7.54637 -2.99890 0.013 -0.008 0.021 0.431
H -1.32328 2.71808 -3.82826 0.003 0.029 -0.015 0.406
H -2.15337 1.37525 -5.72552 -0.005 -0.001 0.011 0.529
H -0.66250 -0.23586 -6.85328 0.009 0.026 -0.021 0.445
H 1.68122 -0.48985 -6.11977 -0.002 -0.011 0.013 0.522
H 2.53260 0.82111 -4.22503 0.009 0.035 -0.021 -0.029
H -0.66382 3.52682 -0.06340 0.028 0.031 0.031 0.463
H -2.50470 5.10743 0.41797 0.003 -0.005 0.000 0.515
H -3.09998 6.84996 -1.22219 0.004 0.011 0.007 0.477
H -1.83906 7.05368 -3.33458 0.004 0.000 -0.002 0.456
H 0.02838 5.53311 -3.81503 0.004 0.002 0.002 0.526
C 1.84405 2.37431 5.71802 -0.030 0.010 -0.055 -1.046
N 1.34324 1.56430 4.60884 0.075 0.002 0.030 0.039
C 2.09788 1.24637 3.41014 0.043 -0.003 0.028 -0.349
C 1.09041 0.40010 2.68233 0.057 0.008 -0.094 0.237
O 1.31667 -0.13160 1.54523 -0.080 0.161 0.007 -0.390
N -0.03847 0.28429 3.34926 0.026 0.076 0.018 -0.242
C 0.14372 1.01115 4.50618 -0.066 -0.048 -0.055 0.133
N -0.81339 1.12474 5.40766 0.006 0.041 0.009 -0.313
H 2.93035 2.35368 5.69927 0.001 0.003 0.007 0.361
H 1.51907 1.94862 6.66633 0.011 0.002 0.008 0.407
H 1.50683 3.40706 5.63418 -0.003 0.001 0.015 0.355
H 3.01463 0.69499 3.62991 -0.009 -0.016 -0.004 0.371
H 2.35875 2.13593 2.83180 -0.003 0.011 0.014 0.355
H -1.70603 0.69227 5.24017 0.010 -0.023 -0.009 0.218
H -0.71534 1.71195 6.22049 0.004 -0.015 0.010 0.229
```
Forces are in eV/Å.

Frontier orbital gap (spin up / spin down) = 0.2238 / 0.1806 Ha
ΔE to the lowest compared entry with this formula, charge and spin = 119.9 kJ/mol
2S+1 = 1
Charge = +4
Electronic energy = -3375.4255 Ha
HOMO energy (spin up / spin down) = -17.5 / -17.0 eV
LUMO (spin up / spin down) = -11.4 / -12.1 eV

---

2.
Entry from OMol25: a molecular structure, C50H61AsCsN5S2 (ωB97M-V/def2-TZVPD).

The geometry in XYZ format:
```
120
Properties=species:S:1:pos:R:3:forces:R:3:mulliken_charge:R:1
Cs 0.23149 -0.36390 -0.18476 0.390 -0.525 0.650 1.547
C 0.65600 1.89984 4.08193 0.092 -0.004 0.066 -1.233
C 1.18641 2.53747 2.78076 -0.011 0.080 -0.020 0.548
N 0.21871 2.59930 1.71079 -0.127 -0.188 -0.047 0.513
C -0.71729 3.68233 1.66170 0.126 0.171 -0.059 -0.514
C -1.71923 3.77785 2.81233 0.071 0.105 0.015 -0.719
S -2.87199 2.39564 3.04979 -0.062 -0.026 -0.044 -0.152
C -2.39311 1.79348 4.69081 -0.038 0.049 0.077 -0.772
C -1.37447 0.65134 4.72362 0.050 -0.103 0.114 -0.618
N -0.27023 0.83522 3.83899 -0.089 0.000 -0.042 0.978
H 1.53688 1.59155 4.67595 -0.047 0.001 -0.015 0.257
H 0.15190 2.65881 4.68820 -0.004 0.003 -0.011 0.495
H 1.60535 3.53084 3.03502 -0.007 -0.018 -0.033 0.134
H 2.01732 1.93892 2.40411 -0.025 -0.035 0.031 -0.824
H 0.67123 2.44801 0.81833 0.226 0.063 -0.163 -0.188
H -0.21685 4.67647 1.64086 -0.007 -0.042 0.009 0.247
H -1.27153 3.60056 0.72253 -0.012 -0.021 0.014 0.215
H -1.19703 3.93906 3.75524 -0.008 -0.030 0.002 0.208
H -2.31678 4.67743 2.63947 -0.024 -0.036 -0.011 0.516
H -2.04364 2.65886 5.25939 0.018 0.004 -0.022 0.304
H -3.30993 1.46238 5.18484 -0.010 -0.002 -0.030 0.460
H -1.08944 0.52712 5.79107 0.001 -0.004 -0.043 0.205
H -1.85699 -0.28181 4.42991 -0.006 0.003 -0.014 0.419
H 0.12238 -0.04504 3.52610 0.060 0.016 0.004 -0.588
S -0.29815 -2.52581 3.21422 -0.005 -0.065 -0.057 -0.162
C 0.93230 -3.10973 4.30540 -0.112 0.021 -0.032 -0.092
C 0.62505 -4.03404 5.32086 -0.058 -0.021 0.002 -0.754
C 1.58622 -4.51195 6.19070 0.023 -0.017 0.022 -0.478
C 2.90668 -4.08685 6.08538 0.033 -0.002 0.015 -0.776
C 3.23734 -3.17522 5.09158 0.015 -0.023 0.034 -0.344
C 2.27707 -2.69062 4.21094 0.079 0.024 -0.031 0.150
As 2.66520 -1.33210 2.86673 -0.150 0.012 -0.168 0.535
C 4.58342 -1.05760 3.20364 -0.045 0.013 0.070 0.098
C 5.59433 -1.91782 2.78644 -0.015 -0.028 -0.041 -0.022
C 6.92479 -1.62212 3.04281 0.041 -0.029 -0.014 -0.682
C 7.26432 -0.46215 3.72569 0.034 0.018 0.014 -0.490
C 6.26635 0.40454 4.14441 -0.029 0.019 0.004 -0.531
C 4.93618 0.10794 3.87676 0.041 0.012 0.015 -0.404
C 2.85624 -2.44386 1.26539 -0.011 0.060 0.103 0.042
C 2.31327 -3.71998 1.15398 0.048 0.012 0.000 -0.457
C 2.41842 -4.40758 -0.04826 -0.047 -0.059 0.011 -0.761
C 3.05197 -3.82654 -1.14093 0.034 0.015 -0.066 -0.696
C 3.59023 -2.55110 -1.03619 -0.014 0.023 0.021 -0.536
C 3.48878 -1.86622 0.16882 -0.034 0.095 -0.098 0.245
H -0.40311 -4.36588 5.40512 -0.001 0.002 0.001 0.379
H 1.30183 -5.22393 6.95915 0.013 -0.003 0.010 0.303
H 3.66665 -4.45678 6.76399 -0.003 -0.004 -0.001 0.369
H 4.26270 -2.83573 4.99984 -0.001 -0.010 0.015 0.348
H 5.33854 -2.81682 2.23768 -0.004 0.004 0.002 0.419
H 7.70086 -2.29305 2.69336 0.004 0.000 0.006 0.368
H 8.30528 -0.22572 3.91328 0.000 -0.001 -0.002 0.326
H 6.52025 1.32439 4.65802 0.017 -0.001 0.002 0.353
H 4.16064 0.80575 4.17661 -0.004 -0.014 -0.004 0.189
H 1.78947 -4.16001 1.99320 0.017 -0.018 -0.011 0.364
H 1.98836 -5.40002 -0.13408 0.002 0.003 -0.003 0.343
H 3.11630 -4.36447 -2.08053 -0.005 -0.008 0.004 0.374
H 4.06130 -2.05021 -1.87508 0.005 -0.016 -0.020 0.295
H 3.89316 -0.85979 0.20759 0.011 0.014 0.041 0.353
C -6.92332 -3.40342 -1.91632 -0.023 -0.020 -0.025 -1.649
C -5.80686 -3.02160 -2.89858 -0.007 -0.037 0.057 2.165
C -5.18571 -4.29805 -3.48127 -0.025 -0.025 -0.011 -1.614
C -6.42574 -2.21833 -4.04038 -0.038 -0.002 -0.049 -2.178
C -4.72981 -2.24022 -2.15235 0.076 0.039 0.036 0.480
C -4.08307 -2.81114 -1.05547 -0.035 -0.013 -0.002 -0.522
C -3.09756 -2.09820 -0.39377 -0.106 0.057 -0.125 -1.056
N -2.72462 -0.87630 -0.75736 -0.350 0.016 -0.156 -0.145
C -3.32580 -0.31562 -1.80452 0.101 0.371 -0.020 -0.742
C -4.33240 -0.96220 -2.52534 0.108 -0.114 0.164 0.250
C -2.81759 1.05879 -2.18814 -0.199 -0.331 0.151 -0.845
C -3.45705 1.86049 -3.12462 0.262 0.111 0.076 0.076
C -2.88443 3.08771 -3.47550 -0.020 -0.094 0.030 0.962
C -1.68645 3.42777 -2.86399 -0.003 0.091 0.049 -0.615
C -1.12333 2.57279 -1.91746 -0.031 -0.092 -0.238 -1.163
N -1.69292 1.42825 -1.57719 -0.153 0.042 -0.184 0.233
C -3.57118 3.96539 -4.52008 0.077 0.009 0.022 2.049
C -4.99617 4.28927 -4.05746 -0.048 0.036 -0.016 -1.666
C -2.82399 5.28078 -4.74123 -0.010 0.010 -0.010 -2.158
C -3.62530 3.20878 -5.85344 -0.017 0.011 -0.032 -1.592
H -7.70210 -3.96901 -2.43487 0.005 0.003 -0.003 0.453
H -7.37851 -2.51291 -1.47982 0.005 0.018 0.001 0.370
H -6.54645 -4.02019 -1.10112 0.012 -0.004 0.011 0.329
H -5.94733 -4.87981 -4.00726 0.000 0.002 -0.003 0.444
H -4.76060 -4.92655 -2.69901 0.008 -0.002 0.011 0.333
H -4.38886 -4.05701 -4.18644 0.009 0.017 0.001 0.376
H -7.19729 -2.82010 -4.52590 0.000 0.004 -0.004 0.431
H -5.68721 -1.95252 -4.79852 0.022 -0.003 0.007 0.410
H -6.89528 -1.30079 -3.68141 0.000 0.011 0.019 0.418
H -4.32881 -3.80676 -0.70812 -0.019 0.005 -0.021 0.423
H -2.57924 -2.52116 0.46225 0.005 -0.012 0.006 0.493
H -4.78024 -0.48019 -3.38025 0.017 0.034 -0.002 0.397
H -4.38101 1.54338 -3.58714 -0.024 -0.034 0.012 0.300
H -1.16247 4.34142 -3.10572 -0.016 -0.001 -0.012 0.443
H -0.15727 2.78196 -1.46153 0.037 -0.021 -0.038 0.405
H -4.98491 4.79490 -3.09062 0.010 0.009 0.008 0.362
H -5.60420 3.38977 -3.95748 0.008 -0.021 0.011 0.301
H -5.48454 4.94525 -4.78315 -0.005 -0.005 -0.001 0.457
H -2.75394 5.86114 -3.82010 -0.007 0.004 0.015 0.403
H -3.35646 5.88422 -5.48016 -0.005 -0.011 -0.001 0.441
H -1.81322 5.11094 -5.11356 0.011 -0.011 -0.004 0.401
H -4.18818 2.27910 -5.76364 -0.005 -0.014 0.012 0.312
H -2.62044 2.95952 -6.19680 0.014 0.000 0.002 0.380
H -4.10897 3.82466 -6.61646 -0.001 0.004 -0.002 0.437
C 4.26995 1.82224 0.49777 -0.058 -0.026 -0.005 -0.478
C 4.51897 1.23490 -0.85688 -0.063 0.065 0.095 0.682
C 5.79295 0.92159 -1.26676 0.121 -0.022 0.036 -0.400
C 6.08032 0.35942 -2.52110 0.000 0.015 0.031 -0.928
C 4.98577 0.13185 -3.37060 0.050 -0.038 -0.144 -0.382
C 3.68901 0.41345 -3.01627 -0.116 -0.039 -0.018 1.346
C 2.55455 0.12468 -3.95093 -0.035 -0.021 0.013 -1.258
C 3.32664 0.97117 -1.69285 0.199 0.023 -0.100 -1.004
N 2.10984 1.16047 -1.31109 -0.328 0.475 0.111 -0.964
H 5.19933 1.94573 1.06264 0.021 0.015 0.000 0.229
H 3.58246 1.19256 1.08206 0.049 -0.018 -0.013 -0.390
H 3.74829 2.78603 0.42236 0.007 0.020 -0.008 0.381
H 6.61521 1.11552 -0.57514 0.010 0.000 -0.007 0.243
H 7.09410 0.12177 -2.82061 0.014 -0.006 -0.002 0.281
H 5.16718 -0.29555 -4.36041 0.005 0.008 0.010 0.175
H 2.91731 -0.15245 -4.94725 0.011 0.002 -0.009 0.397
H 1.88355 0.98920 -4.02034 0.022 0.030 -0.028 0.160
H 1.91408 -0.68747 -3.57672 0.015 -0.010 0.023 0.019
```
Forces are in eV/Å.

Frontier orbital gap = 0.0800 Ha
2S+1 = 1
Charge = -2
Electronic energy = -5267.9055 Ha
HOMO energy = 0.9 eV
LUMO = 3.1 eV